Molecular formula: C23H49Cl14N3O3
Method: DFT, ωB97M-V with the def2-TZVPD basis set

Calculated values
Kohn-Sham gap = 8.7 eV
energy relative to the best compared isomer or geometry (same formula, charge and spin) = 236.7 kJ/mol
HOMO energy = -8.8 eV
SMILES = CN(C)C=O.CN(C)C=O.CN(C)C=O.ClCCCl.ClCCCl.ClCCCl.ClCCCl.ClCCCl.ClCCCl.ClCCCl
multiplicity = 1

Each line ends with the Löwdin charge.
Atoms and positions in Å:
1 C 0.358 -3.172 2.064  -0.073
2 N 1.564 -3.882 2.475  -0.151
3 C 1.450 -5.307 2.098  -0.037
4 C 2.646 -3.216 2.809  -0.395
5 O 3.726 -3.754 2.863  0.005
6 H -0.041 -3.577 1.134  0.036
7 H 0.544 -2.138 1.772  0.048
8 H -0.454 -3.045 2.780  0.084
9 H 2.303 -5.934 2.361  0.080
10 H 0.657 -5.783 2.673  0.091
11 H 1.396 -5.503 1.027  0.087
12 H 2.494 -2.139 2.982  0.096
13 C -3.358 -1.576 4.423  -0.029
14 N -3.000 -0.345 3.656  -0.154
15 C -2.864 0.899 4.481  -0.027
16 C -2.812 -0.460 2.345  -0.347
17 O -2.675 -1.533 1.715  -0.029
18 H -4.102 -1.371 5.193  0.082
19 H -2.469 -1.896 4.967  0.084
20 H -3.766 -2.375 3.805  0.087
21 H -2.367 0.669 5.423  0.087
22 H -2.244 1.646 3.985  0.067
23 H -3.831 1.365 4.672  0.086
24 H -2.691 0.551 1.927  0.101
25 C 0.480 2.190 -1.634  -0.118
26 N 0.691 1.592 -0.338  -0.169
27 C 2.057 1.769 0.052  -0.054
28 C -0.178 0.770 0.232  -0.291
29 O 0.140 0.107 1.261  -0.048
30 H 0.789 3.235 -1.659  0.061
31 H -0.568 2.206 -1.936  0.061
32 H 1.044 1.676 -2.412  0.031
33 H 2.499 2.764 0.027  0.094
34 H 2.137 1.474 1.099  0.081
35 H 2.588 1.188 -0.702  0.056
36 H -1.141 0.745 -0.300  0.059
37 Cl 2.558 -0.489 5.221  0.582
38 C 1.047 -0.007 4.439  -0.637
39 C 0.816 1.558 4.314  -0.703
40 Cl 0.970 2.491 5.770  0.581
41 H 0.285 -0.277 5.170  0.045
42 H 0.890 -0.487 3.474  0.034
43 H -0.098 1.838 3.791  0.042
44 H 1.536 1.861 3.554  0.046
45 Cl 2.141 3.195 -4.144  0.587
46 C 1.869 4.893 -3.649  -0.597
47 C 3.242 5.297 -2.996  -0.603
48 Cl 2.993 6.822 -1.980  0.483
49 H 1.033 4.847 -2.950  0.043
50 H 1.598 5.420 -4.564  0.072
51 H 3.893 5.555 -3.831  0.061
52 H 3.842 4.568 -2.451  0.056
53 Cl -4.962 -4.233 -2.168  0.543
54 C -4.243 -2.996 -1.130  -0.668
55 C -2.735 -2.771 -1.496  -0.631
56 Cl -1.799 -4.244 -0.967  0.536
57 H -4.338 -3.173 -0.059  0.069
58 H -4.769 -2.084 -1.411  0.029
59 H -2.468 -1.850 -0.979  0.036
60 H -2.629 -2.659 -2.575  0.025
61 Cl 3.872 -0.828 -2.158  0.544
62 C 2.901 -2.076 -1.331  -0.633
63 C 1.512 -2.082 -1.912  -0.703
64 Cl 1.433 -3.030 -3.391  0.575
65 H 2.906 -1.870 -0.260  0.056
66 H 3.440 -3.000 -1.542  0.068
67 H 0.997 -1.125 -1.999  0.039
68 H 0.954 -2.678 -1.190  0.043
69 Cl 5.466 -0.852 1.292  0.603
70 C 6.346 0.567 0.825  -0.693
71 C 5.460 1.803 0.890  -0.715
72 Cl 4.929 2.139 2.507  0.595
73 H 6.726 0.463 -0.192  0.074
74 H 7.190 0.663 1.508  0.069
75 H 4.689 1.847 0.120  0.045
76 H 6.070 2.661 0.608  0.067
77 Cl -3.924 -0.301 -5.596  0.594
78 C -2.206 -0.085 -5.888  -0.680
79 C -1.543 0.742 -4.848  -0.579
80 Cl -1.586 -0.170 -3.268  0.582
81 H -2.180 0.443 -6.841  0.073
82 H -1.773 -1.068 -6.074  0.082
83 H -1.920 1.750 -4.678  0.074
84 H -0.480 0.922 -5.005  0.068
85 Cl -6.633 0.342 -1.375  0.459
86 C -5.573 1.371 -2.562  -0.563
87 C -4.581 2.360 -1.919  -0.618
88 Cl -3.523 1.577 -0.707  0.586
89 H -6.303 1.928 -3.150  0.065
90 H -5.092 0.735 -3.305  0.008
91 H -5.256 3.125 -1.535  0.074
92 H -3.999 2.813 -2.722  0.071

---

Molecular formula: C15H13BCoN3O2
Method: DFT, ωB97M-V with the def2-TZVPD basis set

Calculated values
<S²> = 1.074
Kohn-Sham gap (alpha / beta) = 7.9 / 8.1 eV
HOMO energy (alpha / beta) = -5.2 / -5.3 eV
charge = -1
multiplicity = 2

Each line ends with the Löwdin charge.
Atoms and positions in Å:
1 Co 0.419 -0.355 0.539  0.653
2 O 1.264 -1.232 -0.901  -0.145
3 C 0.642 -1.696 -1.952  -0.340
4 C 1.244 -2.730 -2.705  -0.022
5 C 0.656 -3.230 -3.842  -0.103
6 C -0.566 -2.725 -4.309  -0.120
7 C -1.166 -1.714 -3.597  -0.071
8 C -0.598 -1.194 -2.424  -0.146
9 C -1.303 -0.116 -1.759  -0.064
10 N -1.041 0.263 -0.570  -0.066
11 N -1.751 1.369 -0.074  0.080
12 C -1.122 1.789 0.991  -0.458
13 O -0.026 1.308 1.466  -0.112
14 C -1.719 2.964 1.706  -0.144
15 C -0.955 3.662 2.632  -0.026
16 C -1.495 4.755 3.299  -0.091
17 C -2.803 5.146 3.050  -0.109
18 C -3.572 4.442 2.131  -0.095
19 C -3.031 3.355 1.460  -0.038
20 H 2.188 -3.116 -2.342  0.111
21 H 1.148 -4.030 -4.384  0.095
22 H -1.027 -3.121 -5.204  0.087
23 H -2.109 -1.298 -3.938  0.104
24 H -2.100 0.405 -2.290  0.126
25 H 0.056 3.330 2.825  0.112
26 H -0.895 5.298 4.018  0.096
27 H -3.226 5.994 3.575  0.092
28 H -4.597 4.738 1.941  0.094
29 H -3.613 2.797 0.738  0.102
30 B 0.295 -3.508 4.024  -0.444
31 C 0.336 -2.438 2.844  -0.186
32 N 0.365 -1.664 1.990  0.074
33 H 1.139 -3.183 4.840  -0.015
34 H -0.823 -3.477 4.505  -0.014
35 H 0.539 -4.600 3.540  -0.015

---

Energy
In order: -210572.2789; -62636.9616
Unit: eV